# 1
C31H58Br2F2N2O15 | ωB97M-V with the def2-TZVPD basis set

Computed properties:
**Structure (SMILES)**: COCCCCC[C@H](CC=O)O[C@](CCF)(N=C(C)C)[C@@H](NF)[C@@H](Br)[C@H](C)Br.COC(=O)OC.COC(=O)OC.COC(=O)OC.COC(=O)OC
**HOMO energy**: -9.0618 eV
**Kohn-Sham gap**: 8.957 eV

ORCA input file:
```
! RIJCOSX wB97M-V def2-TZVPD def2/J DEFGRID3
* xyz 0 1
C 5.45 -2.53 0.77
O 6.12 -1.72 -0.27
C 5.27 -1.57 -1.47
C 4.48 -0.10 -1.52
C 3.56 -0.09 -2.88
C 2.13 0.75 -2.71
C 0.96 -0.36 -2.44
C -0.11 0.08 -1.22
C 0.82 0.04 0.16
C 1.25 -1.48 0.62
O 2.31 -2.08 0.06
O -1.19 -0.87 -1.27
C -2.54 -0.31 -1.23
C -2.72 0.52 -2.67
C -2.86 2.17 -2.41
F -2.91 2.85 -3.76
N -2.59 0.73 -0.15
C -2.74 0.24 1.11
C -3.95 0.94 2.02
C -1.93 -0.98 1.84
C -3.75 -1.46 -1.13
N -5.09 -0.90 -0.74
F -5.64 -0.07 -1.65
C -3.83 -2.46 -2.42
Br -2.26 -3.75 -2.56
C -5.14 -3.49 -2.39
C -6.53 -2.82 -2.92
Br -5.31 -4.49 -0.65
H 6.20 -3.02 1.54
H 4.82 -3.42 0.31
H 4.72 -1.81 1.39
H 6.01 -1.58 -2.41
H 4.53 -2.47 -1.63
H 3.90 0.14 -0.53
H 5.33 0.72 -1.68
H 4.16 0.35 -3.81
H 3.35 -1.24 -3.14
H 1.94 1.23 -3.79
H 2.23 1.58 -1.88
H 1.35 -1.45 -2.28
H 0.29 -0.39 -3.44
H -0.34 1.20 -1.42
H 0.18 0.62 0.99
H 1.82 0.66 0.06
H 0.68 -2.07 1.47
H -3.68 0.22 -3.26
H -1.81 0.33 -3.41
H -1.93 2.63 -1.86
H -3.81 2.42 -1.77
H -3.42 1.77 2.66
H -4.77 1.46 1.35
H -4.40 0.16 2.79
H -1.65 -1.88 1.14
H -0.97 -0.63 2.41
H -2.64 -1.46 2.68
H -3.41 -2.15 -0.22
H -5.75 -1.61 -0.36
H -3.88 -1.93 -3.47
H -4.86 -4.33 -3.19
H -7.13 -2.41 -1.98
H -6.36 -2.02 -3.76
H -7.18 -3.70 -3.39
C 1.73 1.31 7.06
O 2.10 1.88 5.81
C 2.52 0.97 4.88
O 2.58 -0.23 5.05
O 2.84 1.65 3.75
C 3.30 0.81 2.69
H 1.42 2.12 7.72
H 0.88 0.63 6.93
H 2.58 0.80 7.52
H 2.51 0.11 2.39
H 4.21 0.28 2.97
H 3.53 1.46 1.83
C -0.07 6.98 0.24
O 0.18 5.59 0.44
C 0.42 5.24 1.73
O 0.43 6.00 2.68
O 0.63 3.90 1.77
C 0.90 3.39 3.07
H -0.25 7.15 -0.82
H -0.96 7.30 0.79
H 0.80 7.58 0.54
H 0.04 3.57 3.74
H 1.81 3.84 3.49
H 1.05 2.31 2.99
C -6.80 -3.01 6.84
O -6.64 -2.05 5.80
C -7.09 -2.46 4.59
O -7.60 -3.54 4.34
O -6.87 -1.45 3.70
C -7.30 -1.74 2.37
H -6.41 -2.58 7.76
H -7.86 -3.24 6.99
H -6.23 -3.92 6.61
H -8.38 -1.92 2.34
H -6.75 -2.60 1.97
H -7.08 -0.87 1.75
C 8.44 -0.38 -3.50
O 7.62 0.35 -4.40
C 7.93 0.16 -5.71
O 8.81 -0.56 -6.15
O 7.08 0.92 -6.46
C 7.28 0.82 -7.86
H 8.11 -0.16 -2.48
H 8.33 -1.46 -3.67
H 9.49 -0.08 -3.59
H 7.12 -0.21 -8.21
H 8.28 1.17 -8.13
H 6.55 1.46 -8.36
*
```

These are the Löwdin partial charges, in e, on atoms 1 to 5: atom 1 (C): -0.12, atom 2 (O): -0.26, atom 3 (C): -0.22, atom 4 (C): -0.16, atom 5 (C): -0.20



# 2
C31H58N2O45S11 | ωB97M-V with the def2-TZVPD basis set

Computed properties:
**Structure (SMILES)**: COCCCC[C@@H](C#N)CC#N.O=S1(=O)OCCO1.O=S1(=O)OCCO1.O=S1(=O)OCCO1.O=S1(=O)OCCO1.O=S1(=O)OCCO1.O=S1(=O)OCCO1.O=S1(=O)OCCO1.O=S1(=O)OCCO1.O=S1(=O)OCCO1.O=S1(=O)OCCO1.O=S1(=O)OCCO1
**HOMO energy**: -8.1568 eV
**Kohn-Sham gap**: 8.202 eV

ORCA input file:
```
! RIJCOSX wB97M-V def2-TZVPD def2/J DEFGRID3
* xyz 0 1
C 1.08 5.63 1.54
O 0.33 4.98 0.49
C 0.59 3.58 0.43
C -0.83 2.87 0.21
C -1.45 2.19 1.48
C -2.78 2.74 2.10
C -3.56 3.88 1.36
C -2.82 5.26 1.34
N -2.31 6.27 1.42
C -4.13 3.48 -0.09
C -3.83 4.59 -1.15
N -3.25 5.25 -1.88
H 1.54 6.58 1.18
H 0.37 5.93 2.37
H 1.90 5.00 1.99
H 1.21 3.41 -0.51
H 1.15 3.17 1.31
H -1.45 3.62 -0.34
H -0.61 2.04 -0.54
H -0.66 2.20 2.29
H -1.60 1.09 1.25
H -2.57 3.11 3.15
H -3.49 1.86 2.22
H -4.49 4.08 1.97
H -3.66 2.50 -0.37
H -5.24 3.32 -0.08
O -3.85 -0.12 0.97
S -5.08 -0.62 0.46
O -5.14 -1.64 -0.52
O -5.95 0.65 -0.05
C -7.20 0.68 0.64
C -6.93 0.03 1.98
O -6.02 -1.03 1.70
H -7.92 0.11 0.06
H -7.55 1.71 0.74
H -7.83 -0.34 2.45
H -6.43 0.73 2.66
O 1.41 0.44 0.41
S 1.59 -0.96 0.60
O 2.80 -1.51 1.12
O 1.24 -1.70 -0.80
C 0.19 -2.64 -0.59
C -0.61 -2.09 0.58
O 0.36 -1.53 1.46
H 0.65 -3.60 -0.33
H -0.40 -2.75 -1.49
H -1.19 -2.86 1.08
H -1.28 -1.29 0.25
O 1.36 6.18 -0.78
S 2.05 7.35 -1.25
O 2.07 8.57 -0.53
O 1.56 7.64 -2.77
C 2.68 7.63 -3.65
C 3.68 6.68 -3.01
O 3.57 6.93 -1.60
H 3.08 8.64 -3.71
H 2.38 7.30 -4.65
H 4.70 6.85 -3.36
H 3.41 5.64 -3.19
O -2.14 -3.36 4.05
S -1.29 -2.23 4.23
O -0.69 -1.53 3.14
O -0.14 -2.62 5.29
C -0.18 -1.73 6.41
C -1.63 -1.30 6.51
O -2.07 -1.15 5.16
H 0.47 -0.88 6.20
H 0.17 -2.24 7.31
H -1.75 -0.37 7.06
H -2.24 -2.08 6.98
O 3.18 -2.59 6.76
S 4.38 -2.89 6.05
O 5.59 -3.23 6.72
O 4.68 -1.67 5.03
C 4.76 -2.18 3.69
C 3.85 -3.40 3.69
O 4.07 -4.02 4.96
H 5.80 -2.45 3.49
H 4.43 -1.43 2.98
H 4.09 -4.08 2.88
H 2.81 -3.11 3.62
O 0.11 -5.48 1.47
S 1.21 -5.83 2.31
O 2.23 -4.90 2.66
O 1.90 -7.16 1.72
C 1.88 -8.20 2.71
C 0.66 -7.90 3.56
O 0.62 -6.48 3.67
H 2.80 -8.13 3.29
H 1.82 -9.18 2.23
H 0.72 -8.36 4.55
H -0.26 -8.23 3.07
O 2.39 4.36 -4.52
S 1.18 3.82 -5.06
O 1.16 2.80 -6.05
O 0.27 5.06 -5.58
C -0.99 5.04 -4.90
C -0.71 4.39 -3.56
O 0.24 3.36 -3.84
H -1.69 4.44 -5.49
H -1.38 6.05 -4.79
H -1.61 3.98 -3.10
H -0.25 5.10 -2.86
O -0.02 6.33 -7.10
S -1.21 6.08 -7.83
O -2.35 5.43 -7.26
O -0.82 5.31 -9.20
C -1.27 6.07 -10.32
C -1.27 7.52 -9.85
O -1.71 7.47 -8.50
H -2.28 5.74 -10.57
H -0.62 5.91 -11.17
H -1.92 8.15 -10.45
H -0.25 7.93 -9.86
O -0.93 -3.76 -2.80
S -2.17 -4.01 -3.45
O -3.28 -4.61 -2.79
O -1.87 -4.84 -4.80
C -2.35 -4.12 -5.93
C -2.28 -2.66 -5.53
O -2.66 -2.64 -4.15
H -3.38 -4.43 -6.12
H -1.75 -4.34 -6.81
H -2.95 -2.03 -6.12
H -1.26 -2.28 -5.61
O 1.75 -5.46 -5.92
S 2.59 -4.33 -5.72
O 3.20 -3.63 -6.80
O 3.72 -4.72 -4.64
C 3.65 -3.83 -3.53
C 2.20 -3.40 -3.46
O 1.79 -3.26 -4.82
H 4.31 -2.98 -3.73
H 3.98 -4.33 -2.62
H 2.07 -2.46 -2.91
H 1.59 -4.17 -3.00
O 2.13 -8.08 10.04
S 2.32 -7.18 8.95
O 1.78 -7.41 7.66
O 3.90 -6.89 8.81
C 4.15 -5.48 8.95
C 3.04 -4.97 9.84
O 1.88 -5.70 9.44
H 4.10 -5.03 7.96
H 5.14 -5.31 9.37
H 2.88 -3.90 9.73
H 3.24 -5.20 10.89
*
```

These are the Löwdin partial charges, in e, on atoms 1 to 5: atom 1 (C): -0.10, atom 2 (O): -0.29, atom 3 (C): -0.20, atom 4 (C): -0.14, atom 5 (C): -0.16